No. 1
A structure of composition C7H73FN3O30 at a distorted geometry, computed with ωB97M-V/def2-TZVPD.

Summary:
E_HOMO (eV): -11.67
Charge: +1
Energy above the lowest of the compared OMol25 structures with the same formula, charge and spin (kJ/mol): 159.1

Structure (XYZ):
```
114
C7H73FN3O30, DFT ωB97M-V/def2-TZVPD
H 3.79 2.04 1.36
H -5.21 -6.51 -5.02
O 7.07 -1.74 6.73
H 1.47 7.33 -2.47
O -4.73 -2.45 -3.40
N 2.40 5.29 1.62
H 3.43 1.34 -0.18
H -0.87 3.38 -2.42
C 0.42 3.50 2.63
H 1.31 3.33 -1.20
H 5.15 1.17 -1.65
H -2.79 -0.18 -2.09
H 5.16 -3.98 4.26
H -3.95 -2.22 -2.88
H 2.72 1.53 -2.43
H -3.58 1.45 0.17
H -1.32 1.07 -3.63
H -2.77 -5.37 0.00
N 1.26 3.23 1.45
H 3.07 5.36 2.37
H 4.19 -1.81 5.04
O -2.74 -4.55 -4.30
H -3.74 4.85 0.24
N 3.03 3.47 0.10
H -3.41 1.13 1.64
H -4.69 2.10 -1.47
O 3.28 -4.29 3.89
C 2.21 4.04 1.08
H 2.41 3.69 -3.27
H 1.68 1.21 2.04
H 1.93 -3.17 -0.26
O -2.61 -4.51 0.41
H 6.57 1.66 -1.90
H -5.41 -2.58 -2.74
O -2.87 4.49 0.05
H -2.73 5.69 4.01
H -1.90 -3.77 2.34
H 2.15 4.88 -1.19
H -2.32 -3.99 -0.35
H -3.76 -6.48 -5.49
H 7.94 -1.82 7.14
H 1.47 -5.21 1.83
C 2.31 3.79 -1.17
H 3.96 4.09 -2.53
H -6.51 -1.97 -4.55
F -0.28 1.30 3.41
C 3.07 2.06 0.55
H -0.96 2.14 1.72
H 0.37 3.14 -6.24
H -7.88 -2.19 -3.89
H 0.38 -4.15 2.13
H -3.98 -5.10 -2.71
O 3.64 -1.90 5.83
O -3.08 1.72 0.96
O -0.33 6.17 1.09
H -1.33 -0.31 2.37
H 0.98 1.41 0.41
H 6.93 -2.56 6.25
O 5.92 -3.89 4.86
C 3.08 3.45 -2.43
H 1.94 6.09 1.23
H -0.77 5.93 0.26
O -3.10 -4.87 -2.38
O 3.49 2.10 -2.54
H 2.43 8.07 -1.55
H -0.69 1.87 -4.79
H -0.88 2.42 -6.72
O -1.37 -1.02 1.73
H -1.51 2.89 3.22
H 1.02 3.62 3.54
O -4.32 -6.28 -4.74
O -0.42 2.70 -5.92
H -1.48 -4.56 3.58
H -6.12 1.56 -1.44
H -0.66 3.65 -3.91
H -2.82 -4.71 -5.25
H -1.78 -3.12 -2.43
H -3.16 -3.69 -4.16
O 1.19 -4.31 1.62
H 2.78 -3.65 4.41
H -0.11 4.44 2.43
H 2.89 -4.27 3.00
H 3.36 -6.55 1.33
O 2.37 -2.65 -0.95
O -1.74 -2.16 -2.39
O -2.52 6.24 3.24
O 1.79 7.35 -1.56
H -2.55 -3.65 5.47
H -0.68 7.05 1.28
H -2.96 -4.84 6.34
H 6.05 -4.76 5.24
H 3.26 -2.52 -0.62
H 1.60 -2.54 -4.14
O -7.38 -1.57 -4.43
O 2.84 -6.62 2.13
H -1.88 0.27 -0.97
H 3.48 -6.71 2.84
O 0.88 -2.22 -3.59
H -1.75 5.83 2.83
H 4.29 -1.94 6.54
O -5.25 1.42 -1.06
O 6.07 1.00 -1.41
O -2.47 0.62 -1.65
C -0.65 2.44 2.72
C 1.68 1.82 1.14
O -1.23 1.10 -4.59
O -1.25 -3.77 3.07
O -3.06 -4.47 5.45
H -2.80 3.71 0.62
H 1.24 -2.18 -2.69
O -0.27 3.82 -3.04
H -0.88 -1.75 2.12
H -2.54 -5.06 -3.15
H -1.21 -1.93 -3.17
```

Results of the Mulliken charge analysis, in e, for atoms 1 through 2: number 1, H, carries 0.35; number 2, H, carries 0.28



No. 2
The molecule C21H23N5O5, computed with ωB97M-V/def2-TZVPD.

Summary:
E_HOMO (eV): -7.96
Charge: 0
Energy above the lowest of the compared OMol25 structures with the same formula, charge and spin (kJ/mol): 199.8

Structure (XYZ):
```
54
C21H23N5O5, DFT ωB97M-V/def2-TZVPD
H 2.61 -0.71 -0.27
N -1.09 -3.62 -0.48
C -1.25 -3.86 0.76
H -4.91 1.92 2.87
C 6.08 2.59 0.19
C 5.85 -0.64 -3.34
N 0.14 -3.28 -0.99
C -4.63 6.06 0.70
C -3.06 0.47 -0.16
H -4.38 -0.47 2.80
C -4.09 0.17 1.98
O 2.24 -2.83 -2.54
C -4.39 1.52 2.02
H 6.28 -1.05 -4.23
H 6.77 3.39 0.44
H -2.76 -4.77 2.00
C 2.13 -2.13 -1.55
C 4.67 -1.18 -2.84
N 2.94 -1.15 -1.13
O -3.69 -2.59 2.82
C -0.19 -3.90 1.81
C -3.35 1.82 -0.13
C 5.91 0.95 -1.54
H -0.55 -4.38 2.71
H 7.38 0.84 -3.08
C -3.22 -2.70 1.71
C -3.43 -0.37 0.89
O -3.52 4.61 -0.86
H -3.28 -4.35 0.34
N -4.35 3.71 1.07
H 0.68 -4.44 1.43
H 4.28 0.81 -0.14
H 0.33 -3.66 -1.92
C -2.67 -4.04 1.19
H -4.84 3.96 1.92
H 4.19 -2.01 -3.34
C 4.12 -0.65 -1.69
H -4.41 6.83 -0.03
H -5.71 6.00 0.85
H 0.13 -2.89 2.04
C -4.10 4.73 0.20
H 5.08 3.01 0.02
C 0.96 -2.30 -0.59
H 6.03 1.87 1.02
N -3.10 -1.72 0.79
H -4.16 6.32 1.64
O 0.82 -1.58 0.40
C 4.74 0.42 -1.03
O 6.59 1.99 -0.98
C 6.47 0.41 -2.70
H -2.64 -1.99 -0.08
H -2.54 0.06 -1.01
C -4.02 2.36 0.97
H -3.07 2.46 -0.94
```

Results of the Mulliken charge analysis, in e, for atoms 1 through 2: number 1, H, carries 0.11; number 2, N, carries -1.04



No. 3
A cluster of 2 separate species, C10H16 in total at a distorted geometry, computed with ωB97M-V/def2-TZVPD.

Summary:
E_HOMO (eV): -9.10
Charge: 0
Energy above the lowest of the compared OMol25 structures with the same formula, charge and spin (kJ/mol): 233.2

Structure (XYZ):
```
26
C10H16, DFT ωB97M-V/def2-TZVPD
H 1.64 0.13 -0.12
C -1.05 -2.48 0.13
C -1.42 -1.22 0.62
C -1.33 1.06 2.61
H 0.64 1.18 -2.58
H 0.73 2.62 -3.58
H -1.98 -3.05 -0.04
H 0.38 1.64 1.27
H -2.32 1.45 2.78
H -0.73 1.39 3.53
H 2.09 -1.95 -0.98
H 2.16 1.56 -2.88
H -1.46 -0.01 2.67
C 0.77 -0.48 -0.03
H -1.34 1.87 0.43
H 0.32 2.97 -0.80
C 1.24 2.06 -2.59
C -0.42 -0.19 0.64
C 1.14 -1.77 -0.48
H -2.49 -1.00 1.06
C -0.70 1.16 1.19
C 1.31 2.79 -1.29
C 0.17 -2.75 -0.44
H 0.30 -3.81 -0.76
H 1.91 3.79 -1.52
H 1.94 2.20 -0.54
```

Results of the Mulliken charge analysis, in e, for atoms 1 through 2: number 1, H, carries 0.31; number 2, C, carries -0.58



No. 4
The molecule C5H4N2 at a distorted geometry, computed with ωB97M-V/def2-TZVPD.

Summary:
E_HOMO (eV): -10.61
Charge: 0
Energy above the lowest of the compared OMol25 structures with the same formula, charge and spin (kJ/mol): 88.5

Structure (XYZ):
```
11
C5H4N2, DFT ωB97M-V/def2-TZVPD
C 0.06 0.17 -0.18
C 0.42 -0.03 1.20
H -1.18 -0.33 -1.78
H -1.76 -2.47 -0.58
N 0.69 -0.25 2.30
C -1.75 -1.55 0.02
H -2.75 -1.17 0.05
C -0.97 -0.51 -0.74
H -1.37 -1.76 1.04
N 1.50 1.80 -1.57
C 0.87 1.07 -0.94
```

Results of the Mulliken charge analysis, in e, for atoms 1 through 2: number 1, C, carries 0.51; number 2, C, carries 0.07